{
  "formula": "C4H8NS2",
  "method": "ωB97M-V/def2-TZVPD",
  "relative_energy_ev": 1.980,
  "multiplicity": 1,
  "total_energy_ha": -1007.9990,
  "charge": 1,
  "orbital_gap_ev": [6.896, 6.897],
  "elements": ["C", "H", "S", "H", "H", "S", "H", "H", "H", "C", "H", "C", "N", "C", "H"],
  "positions_angstrom": [[0.62560, 0.98846, 0.25223], [1.46325, 1.36723, 0.84260], [-2.04258, 1.24666, -0.40902], [2.79028, -0.45212, 0.56479], [-0.50006, 2.71699, 0.68560], [-3.63122, -1.32232, 0.09847], [-2.85058, -2.34354, 0.28222], [-1.43691, -0.73709, 0.79254], [0.12189, -0.72368, -0.97664], [2.23682, -0.56708, -0.40705], [2.57059, -1.58150, -0.88565], [-0.52442, 1.75163, 0.23900], [0.81840, -0.25471, -0.26743], [-2.34203, -0.19896, 0.38338], [2.70096, 0.11004, -1.19502]],
  "mulliken_charge": [0.0300, 0.2962, 0.0803, 0.2824, 0.4334, 0.0176, 0.2011, 0.3249, 0.3319, -0.8666, 0.2868, -0.5151, -0.2146, -0.0404, 0.3521]
}

=====

{
  "formula": "C22H18F6KN6O4S2",
  "method": "ωB97M-V/def2-TZVPD",
  "relative_energy_ev": 1.043,
  "multiplicity": 1,
  "total_energy_ha": -3474.2481,
  "charge": -1,
  "orbital_gap_ev": 6.466,
  "elements": ["F", "H", "H", "C", "S", "H", "F", "C", "H", "K", "H", "H", "O", "C", "H", "C", "O", "H", "N", "N", "F", "N", "H", "F", "C", "C", "H", "H", "C", "H", "C", "H", "N", "C", "H", "N", "C", "H", "S", "C", "C", "C", "O", "C", "H", "H", "H", "O", "C", "C", "F", "C", "N", "C", "F", "C", "C", "C", "C"],
  "positions_angstrom": [[-6.60924, 1.98139, -0.51651], [0.91270, 2.42455, 3.55739], [4.77131, -1.98090, 2.35925], [1.51430, 0.28049, -2.21473], [-4.20346, -1.66329, -0.28625], [3.65288, -1.19542, 0.34001], [-4.89382, 2.54306, -1.70592], [1.96149, -0.30986, 1.32378], [-2.94821, 0.53956, 3.21975], [-1.33809, -0.10486, 0.04707], [3.99377, 1.19241, -5.33598], [1.74837, 0.54010, -4.31192], [-2.96957, 1.40500, 0.18802], [3.94323, -1.77718, 4.96837], [-1.71694, -2.60829, -3.75998], [3.25124, 1.14100, -0.84360], [-4.86824, 0.85407, 1.65146], [0.92676, -2.29066, -3.07511], [1.29156, 0.08369, 0.19966], [0.25417, -0.37744, -2.46316], [-6.22710, -2.43292, -1.74733], [-4.72356, -0.21202, -0.65084], [1.58144, -0.40731, 4.72080], [-5.17433, 3.40110, 0.26169], [4.14691, 1.85936, -4.48549], [3.27906, -1.25061, 3.71889], [3.67184, 1.33599, 0.13590], [5.22174, 1.93344, -4.30774], [2.06652, -0.58569, 3.76492], [3.76636, -1.11804, 5.82113], [-1.28589, 1.99119, 3.64382], [3.79644, 2.85251, -4.78340], [-1.00864, -0.05326, 2.71758], [3.19811, -1.00542, 1.30427], [5.02329, -1.86473, 4.83149], [-0.90744, 0.31868, -2.46594], [1.42755, -0.12464, 2.61949], [3.56720, -2.76864, 5.24002], [-4.34451, 0.97806, 0.31954], [2.00483, 0.46312, -0.90135], [-4.90469, -2.55018, -1.72677], [0.05138, 1.79890, 3.38881], [-4.82973, -2.27714, 0.84695], [3.92915, 1.56210, -1.96865], [4.87849, 2.07843, -1.84792], [-2.83051, -0.18338, -3.09336], [-1.75093, 2.86327, 4.07226], [-2.76488, -1.78138, -0.39337], [-5.32246, 2.30260, -0.47110], [-1.80589, -0.50503, -2.98654], [-4.42039, -2.10051, -2.88061], [-1.90059, 0.80015, 3.20589], [0.18517, 0.57661, 2.82787], [3.42675, 1.35767, -3.25674], [-4.58561, -3.83405, -1.60289], [0.09171, -1.61642, -2.98707], [-1.23148, -1.74605, -3.33401], [2.20366, 0.71704, -3.34101], [3.82683, -1.45019, 2.44921]],
  "mulliken_charge": [-0.2190, 0.5021, 0.3370, -0.5816, 0.8760, 0.4939, -0.2113, 0.1539, 0.6803, 1.0486, 0.3555, 0.3789, -0.6417, -1.5132, 0.4528, -0.1455, -0.6385, 0.5156, -0.5142, 1.4470, -0.2213, -0.4046, 0.3782, -0.2151, -1.5220, 0.6288, 0.4958, 0.3773, -0.0592, 0.3560, -0.9607, 0.2643, -1.1091, -0.1555, 0.3736, -1.0869, -0.5002, 0.2631, 1.0774, -0.0353, 0.5454, -0.3006, -0.6047, -1.0271, 0.3392, 0.5509, 0.4123, -0.6735, 0.5131, -0.2599, -0.2127, -0.3781, 1.3324, 0.6180, -0.2215, -0.5641, -0.7425, -0.0229, -1.0248]
}

=====

What is the formula in the second record? C22H18F6KN6O4S2